DFT (ωB97M-V with the def2-TZVPD basis set) results for 9 unconnected molecules or ions with the total composition C48H121N7O16.

ORCA input file:
```
! wB97M-V def2-TZVPD RIJCOSX def2/J DEFGRID3
* xyz 0 1
H 15.5483 13.5029 25.6675
H 19.2194 12.3991 20.2026
H 11.3076 19.5733 21.4792
C 30.2819 17.3037 16.8048
H 23.7692 13.3643 18.9562
H 17.3692 16.6626 22.1742
H 15.8301 11.4734 31.7536
H 20.0358 14.7103 21.0807
C 23.6799 12.8553 23.0974
C 16.5259 13.2763 26.0915
H 17.1416 15.3287 26.2335
C 18.2918 21.5195 26.5424
H 22.4276 21.3992 20.7784
H 19.4995 13.6959 24.2940
H 21.5193 15.4188 25.4582
H 24.3880 21.4350 22.1497
O 25.8642 16.8301 19.6631
N 23.4650 12.8442 21.6602
H 30.1214 17.9029 18.8704
N 22.8262 19.9536 22.2816
N 16.4533 13.0520 27.5373
H 25.6991 10.3530 18.7477
H 22.7460 15.5352 23.1679
C 24.6989 12.8621 20.8794
C 19.6571 13.9595 19.0477
H 25.5685 18.1339 18.1572
O 23.8565 11.3780 19.0450
H 21.1940 13.5157 20.5273
H 29.5899 17.0631 15.9932
H 26.0485 14.7683 22.8550
H 16.3690 10.9359 27.4574
H 19.7109 19.5294 31.3961
H 21.5499 18.9437 23.5323
H 18.4447 19.9691 21.9291
H 22.9431 10.6564 25.2030
H 24.9310 16.9701 24.0315
C 21.8931 20.6994 21.4312
C 28.8273 14.8113 19.9592
H 25.5179 18.8348 19.7972
H 28.1476 13.6336 16.2013
H 20.5689 18.6140 28.1798
H 26.1802 20.1189 21.2724
H 26.8599 14.8861 15.9792
C 20.9397 16.3198 25.2382
C 17.7394 24.3251 28.8201
C 15.5585 11.5724 29.2702
C 24.7710 20.0790 23.7604
H 27.9872 16.8024 18.0552
H 16.9046 12.3686 25.6002
H 21.5880 17.7535 18.1339
H 19.4033 23.3605 26.9743
N 27.6806 14.9386 20.8601
O 26.7638 16.0954 24.2411
H 17.2681 24.3111 29.8003
H 22.5224 17.0260 22.1998
H 23.3290 21.6198 23.5093
H 16.7664 12.8630 31.3744
H 15.0081 12.4504 29.6308
H 26.6276 13.3796 16.9758
C 12.1491 19.0937 21.9943
C 17.4959 14.4085 25.7706
H 14.8143 11.6830 27.2734
H 29.2875 15.7843 19.7465
H 14.9507 10.6824 29.4612
H 21.1814 15.9535 22.6223
C 16.7171 21.0518 22.6160
H 23.4499 19.4004 21.6928
H 17.7175 19.0316 27.2270
H 31.7653 14.3452 16.8355
H 29.7014 19.1480 17.7173
C 22.3545 12.6980 23.8404
O 21.7311 11.4323 23.6371
H 31.6915 15.5461 15.4884
H 18.1302 12.6646 23.6979
C 18.7997 19.2220 27.1677
C 23.8108 20.8584 22.8869
H 18.6848 24.8650 28.9748
H 19.8088 17.7956 30.9840
H 27.9487 13.1445 18.9217
H 21.2851 21.3199 22.0959
H 28.0471 18.2660 20.0010
C 13.5903 20.9141 22.2993
C 20.0107 18.8134 30.6308
H 21.0765 18.8819 30.4006
O 18.7636 12.9312 19.5453
C 18.7534 14.9784 18.3937
O 19.1332 19.1511 29.5714
H 22.6633 17.4560 24.7812
H 21.6285 13.4236 23.4623
H 18.1180 19.8750 23.6782
H 17.3973 12.9502 27.8927
C 21.7361 17.1753 24.2600
H 18.2244 14.6429 17.5025
H 17.9672 15.3483 19.0578
H 14.6782 22.6131 22.9607
H 19.3138 15.8691 18.0904
C 17.6571 19.8675 22.6840
H 24.8604 10.1237 20.3296
H 12.8497 21.5610 21.8165
H 20.0983 20.1864 20.2429
O 20.9680 18.3419 24.0317
C 21.0121 19.7475 20.6584
C 26.0585 18.1475 19.1368
H 17.6313 11.3463 31.7794
H 31.0801 17.8904 16.3322
H 30.1925 14.7647 16.0208
H 17.2363 21.2250 26.6236
N 15.6735 20.8813 23.6342
C 24.4370 12.6318 19.4133
N 19.1616 20.6278 27.2979
C 16.7689 11.7686 31.2705
H 28.6050 16.2946 22.2723
O 30.9689 16.1554 17.2954
H 19.9440 16.0999 24.8530
O 17.6252 14.5609 24.3578
O 25.5400 19.1648 22.9912
H 29.5161 13.7433 18.2878
O 17.9326 23.0184 28.3595
H 27.2615 18.9590 21.9585
H 15.4019 19.9051 23.5358
C 19.4925 18.5185 28.3548
H 17.1703 24.9315 28.1083
H 14.2421 20.4356 21.5601
H 19.0759 20.8734 28.2795
C 28.5391 14.0347 18.6797
H 17.7315 23.5340 26.3615
C 29.6063 18.0774 17.9173
H 25.4153 16.9099 25.6982
C 22.1102 16.4038 22.9930
H 20.0600 18.4871 18.6233
H 21.8472 9.5600 24.5857
C 14.4368 21.6252 23.3592
H 20.8951 16.8616 26.1846
C 26.5710 19.7575 22.2281
O 12.8763 19.8451 22.9261
C 24.5778 16.5945 20.1631
C 27.5394 18.4556 19.0449
H 13.8489 21.7469 24.2680
H 24.1430 13.7846 23.4326
O 27.7403 14.8410 17.8409
H 18.8112 17.7066 21.8860
C 26.6527 15.6816 22.9017
H 20.6685 18.9513 21.3309
O 21.7776 19.2000 19.5913
H 25.4060 12.6993 18.8979
H 24.3163 12.0424 23.4782
C 20.5602 14.3435 20.1994
H 25.3475 12.0950 21.3237
C 15.7639 11.7936 27.7979
H 20.2270 13.4642 18.2523
H 11.7810 18.2130 22.5167
H 23.7937 16.6884 19.4026
O 17.0003 18.6562 22.3476
C 27.9786 15.3931 22.2124
H 19.0720 18.8319 26.1846
C 24.7304 10.2946 19.2564
N 28.1678 17.7964 17.9066
H 25.2307 13.8124 20.9429
H 27.6048 19.5426 18.9090
H 21.3398 15.0482 19.8877
H 29.6187 14.2913 20.5099
H 19.2448 17.4552 28.4289
O 16.8164 11.4218 29.9073
H 18.6684 14.0287 22.7325
C 17.8967 17.5641 22.4740
H 25.4648 20.7051 24.3296
H 24.5629 15.5446 20.4642
H 24.1551 19.5401 24.4842
H 18.5666 21.4430 25.4866
H 22.4296 13.0097 24.8878
C 27.3127 14.1739 16.6583
C 18.5484 13.6733 23.7555
H 18.5150 14.2199 26.1265
H 12.7895 18.7621 21.1651
H 18.1933 17.5323 23.5269
H 23.1984 9.9662 23.5673
H 27.0924 20.5495 22.7683
C 25.4837 16.3633 24.7573
H 27.0872 15.6530 20.4347
H 24.9556 15.4157 24.9296
H 26.1496 16.4604 22.3113
C 22.4636 10.4015 24.2505
C 21.0395 18.1515 18.9848
H 17.2338 22.0097 22.5824
H 28.5011 14.5554 22.6826
C 31.1739 15.1176 16.3551
C 18.3877 22.9556 27.0222
H 22.8320 12.0867 21.4374
H 24.2344 9.4147 18.8395
H 16.2410 20.9526 21.6258
H 20.8593 17.3836 19.7458
H 24.3570 17.2601 21.0039
*
```

Molecular weight   1052.53 g/mol
HOMO   -8.3 eV
Structure (SMILES)   COCCNCCOC.COCCNCCOC.COCCNCCOC.COCCNCCOC.COCCNCCOC.COCCNCCOC.COCCNCCOC.CC(C)O.CC(C)O
DFT total energy   -3488.226817 Eh
Kohn-Sham gap   8.91 eV
Strongest force on any atom   2.06 eV Å⁻¹

Löwdin atomic charge list, values in e, 2 entries: atom 1 (H): 0.127, atom 2 (H): 0.073